1.
{"formula": "C3H8NO2", "method": "the ωB97M-V functional and the def2-TZVPD basis", "elements": ["C", "C", "C", "N", "O", "O", "H", "H", "H", "H", "H", "H", "H", "H"], "xyz": [[2.083671, -0.320171, 1.514869], [0.503642, 1.194737, -1.218279], [-1.733479, 1.401823, -1.096918], [1.166176, -1.367465, 1.423222], [0.540955, 0.353726, -0.330703], [-0.527871, 1.809029, -1.576329], [2.903935, -0.331341, 0.713250], [1.404779, 1.443688, -1.840221], [-2.365709, 2.184127, -0.868760], [-1.440692, 0.922182, -0.140456], [-2.318675, 0.653206, -1.856223], [0.339752, -0.857002, 1.077663], [0.773537, -1.717033, 2.335166], [1.475539, -2.258768, 0.814754]], "atomic_forces_ev_per_a": [[1.8, 2.2, -0.1], [2.9, -1.1, -0.1], [-2.0, -4.4, 0.6], [0.2, -4.3, -0.4], [0.6, -0.3, 0.4], [0.0, 2.4, -2.9], [-1.3, -0.6, 0.8], [-0.7, 0.1, 0.7], [-1.1, 1.9, 0.1], [-1.3, -0.2, -0.5], [1.7, 1.7, 1.8], [-0.3, 0.0, -1.1], [0.9, 0.4, -0.5], [-1.4, 2.2, 1.2]], "e_tot_ha": -323.8924, "homo_energy_ev": [-14.460, -14.464], "charge": 1, "e_above_lowest_kj_mol": 616.7, "homo_lumo_gap_ha": [0.32561, 0.32512]}


2.
{"formula": "C3H8NO2", "method": "the ωB97M-V functional and the def2-TZVPD basis", "elements": ["N", "C", "C", "C", "O", "O", "H", "H", "H", "H", "H", "H", "H", "H"], "xyz": [[2.057305, 0.579419, -0.616112], [1.201338, -0.728973, -0.427249], [0.280667, -0.499867, 0.719591], [-1.008561, 0.083181, 0.228084], [-1.152506, 0.479446, -0.916543], [-2.026687, 0.032610, 1.066435], [2.899352, 0.414332, -0.065244], [1.644953, 1.430165, -0.231776], [2.261515, 0.725893, -1.602513], [1.945948, -1.525012, -0.300979], [0.765741, -0.872552, -1.411005], [0.615727, 0.018440, 1.642001], [0.096210, -1.416372, 1.302440], [-2.866059, 0.056351, 0.605116]], "atomic_forces_ev_per_a": [[0.0, -1.0, 0.4], [1.7, 1.0, -0.3], [-0.8, -0.8, 1.8], [-1.4, 0.3, -1.9], [0.7, -0.2, 0.8], [0.7, -0.6, 1.3], [0.3, 0.3, -0.4], [-0.5, -0.1, -0.2], [0.3, 0.1, 0.0], [-0.3, 0.3, 0.3], [-0.7, 0.0, 0.4], [0.6, 0.6, -0.9], [-0.4, -0.3, -0.9], [-0.4, 0.5, -0.4]], "e_tot_ha": -324.0968, "homo_energy_ev": -14.808, "charge": 1, "e_above_lowest_kj_mol": 80.1, "homo_lumo_gap_ha": 0.40484, "smiles": "[NH3+]CCC(=O)O"}


3.
{"formula": "C3H8NO2", "method": "the ωB97M-V functional and the def2-TZVPD basis", "elements": ["N", "C", "C", "C", "O", "O", "H", "H", "H", "H", "H", "H", "H", "H"], "xyz": [[0.955311, -0.284066, 1.897344], [0.478836, 0.475668, 0.621856], [-0.429344, -0.294898, -0.280649], [-0.607820, 0.208572, -1.712781], [0.171014, 0.883862, -2.343404], [-1.672785, -0.316434, -2.349385], [1.507504, -1.028039, 1.723672], [0.098236, -0.571936, 2.526188], [1.578396, 0.297396, 2.440512], [1.229369, 0.953266, -0.012359], [-0.013992, 1.477984, 0.989183], [-1.507481, -0.383584, 0.089619], [-0.010562, -1.398369, -0.267562], [-1.776687, -0.019426, -3.322228]], "atomic_forces_ev_per_a": [[-4.2, 3.2, 0.6], [-1.2, 3.6, 0.5], [-1.9, -3.1, 0.7], [1.0, -0.1, -2.7], [0.1, 0.2, 1.5], [-0.8, 0.1, -0.3], [2.0, -3.8, -1.2], [2.1, 0.6, -1.5], [-0.1, 0.8, 0.4], [1.1, -0.9, 0.5], [0.6, -2.2, -0.1], [1.5, 0.0, -0.1], [-1.0, 1.9, -0.7], [0.8, -0.3, 2.3]], "e_tot_ha": -324.0664, "homo_energy_ev": -14.320, "charge": 1, "e_above_lowest_kj_mol": 159.9, "homo_lumo_gap_ha": 0.37289, "smiles": "[NH3+]CCC(=O)O"}


4.
{"formula": "C3H8NO2", "method": "the ωB97M-V functional and the def2-TZVPD basis", "elements": ["C", "C", "C", "N", "O", "O", "H", "H", "H", "H", "H", "H", "H", "H"], "xyz": [[0.870197, -0.243684, -0.447831], [-0.494034, -0.024993, 0.275548], [-1.887432, 0.030316, -0.379181], [2.280457, 0.200515, 0.345551], [-1.162956, 1.146906, 0.167543], [-2.821208, -0.569014, 0.356679], [1.098385, -1.350832, -0.593294], [0.712946, 0.480763, -1.185002], [-0.424899, -0.391127, 1.229749], [-2.049091, -0.119145, -1.378971], [2.487550, 1.198229, 0.089822], [2.040689, 0.068098, 1.309500], [3.002962, -0.341389, -0.117506], [-3.653566, -0.084642, 0.327389]], "atomic_forces_ev_per_a": [[-4.8, -1.5, 1.1], [9.2, -0.3, 0.4], [-5.7, 0.4, 0.8], [1.1, 2.3, -1.3], [-1.2, -0.8, -1.0], [0.8, 1.0, 0.2], [-0.4, 1.6, -0.2], [1.0, 0.4, -2.2], [-1.0, -1.5, 2.4], [0.6, 0.2, -2.8], [-0.2, -0.8, 0.9], [0.9, -0.2, 0.7], [0.6, -0.6, 0.8], [-0.8, -0.1, 0.2]], "e_tot_ha": -323.7552, "homo_energy_ev": [-8.391, -16.140], "spin_multiplicity": 3, "charge": 1, "e_above_lowest_kj_mol": 471.0, "homo_lumo_gap_ha": [0.20692, 0.26607]}


5.
{"formula": "C3H8NO2", "method": "the ωB97M-V functional and the def2-TZVPD basis", "elements": ["C", "C", "C", "N", "O", "O", "H", "H", "H", "H", "H", "H", "H", "H"], "xyz": [[-0.644062, -0.604160, -0.185046], [0.260016, 1.407434, 0.947305], [0.467933, 0.451246, -0.035123], [1.310593, 0.282048, -0.977455], [-0.338081, -1.615852, -1.041200], [-1.257835, -1.223508, 0.981897], [-1.567814, -0.062468, -0.656962], [0.806244, 1.259054, 1.957886], [0.468834, 2.382812, 0.556539], [-0.846961, 1.231324, 1.250552], [2.013816, 0.916026, -1.314381], [1.225532, -0.430060, -1.664789], [-1.198400, -2.010743, -1.164433], [-0.699815, -1.983152, 1.345210]], "atomic_forces_ev_per_a": [[-1.3, 0.1, 0.5], [-1.7, 0.8, 4.2], [-3.3, -3.4, 1.2], [4.2, 0.0, -3.8], [0.4, 0.3, 0.3], [1.5, 0.5, -0.3], [0.5, -0.2, 0.7], [-0.4, 0.3, -1.5], [-0.1, 0.9, 0.1], [1.6, 1.2, -0.3], [0.1, 0.7, 0.7], [-0.4, -0.7, -0.3], [-0.5, -1.2, -0.6], [-0.6, 0.7, -0.8]], "e_tot_ha": -323.8646, "homo_energy_ev": [-10.697, -16.032], "spin_multiplicity": 3, "charge": 1, "e_above_lowest_kj_mol": 183.6, "homo_lumo_gap_ha": [0.26687, 0.21835]}


6.
{"formula": "C3H8NO2P", "method": "the ωB97M-V functional and the def2-TZVPD basis", "elements": ["C", "C", "C", "N", "O", "O", "P", "H", "H", "H", "H", "H", "H", "H", "H"], "xyz": [[2.281696, 0.037495, 0.361827], [1.554268, 0.835525, -0.387457], [-2.811068, -1.113060, -0.734985], [0.314841, 1.221368, 0.076113], [-1.646594, -0.157814, 1.531035], [-2.399237, 1.656212, 0.012132], [-2.093629, 0.218873, -0.024994], [3.343028, -0.325924, 0.058356], [1.946225, -0.310263, 1.253968], [2.053208, 1.160209, -1.226771], [-3.265383, -1.017928, -1.750479], [-2.406856, -2.015090, -0.584393], [0.116830, 0.962550, 1.000313], [-2.243566, -0.831717, 1.968901], [-0.099449, 1.944581, -0.415093]], "atomic_forces_ev_per_a": [[3.9, -0.8, -2.3], [0.2, -1.2, 2.4], [-1.1, 4.1, -1.9], [0.9, -1.2, -2.1], [-0.8, -1.3, -0.4], [-0.1, -0.1, -1.2], [-1.0, -0.6, 2.4], [-2.1, 0.8, 0.4], [-1.0, -1.1, 2.6], [-0.1, 1.3, -2.2], [0.4, 0.3, 1.0], [1.6, -3.3, 1.0], [-0.4, 0.4, 1.3], [1.0, 1.1, -1.0], [-1.3, 1.7, -0.1]], "e_tot_ha": -665.6333, "homo_energy_ev": [-8.536, -8.537], "e_above_lowest_kj_mol": 219.8, "homo_lumo_gap_ha": [0.30953, 0.30955]}


7.
{"formula": "C3H8NO2S", "method": "the ωB97M-V functional and the def2-TZVPD basis", "elements": ["C", "S", "C", "H", "H", "H", "H", "H", "H", "N", "C", "O", "O", "H", "H"], "xyz": [[0.242850, -0.212131, -0.487730], [2.052506, -0.154287, -0.515743], [2.410861, -0.415705, -2.266542], [-0.103926, -1.165268, -0.891269], [-0.180390, 0.592381, -1.075345], [-0.020533, 0.005126, 0.537819], [3.418321, -0.012331, -2.412181], [2.376158, -1.481802, -2.497171], [1.679559, 0.139892, -2.865630], [-1.931452, -0.364324, 1.912384], [-1.728113, 1.103315, 2.084105], [-2.288200, 1.588188, 3.081829], [-1.075327, 1.669217, 1.177558], [-2.061644, -0.783442, 2.824037], [-2.790666, -0.508824, 1.393878]], "atomic_forces_ev_per_a": [[0.8, -0.2, -0.6], [-0.1, 0.1, 0.1], [-0.1, 0.2, 0.3], [-0.1, -0.1, 0.4], [0.0, 0.2, -0.1], [-0.4, -0.3, 0.0], [-0.2, -0.2, -0.3], [0.0, 0.1, -0.2], [0.3, -0.1, 0.0], [0.5, -0.3, -0.2], [-0.5, 0.4, -0.3], [0.3, 0.2, 0.4], [-0.4, -0.2, 0.6], [-0.3, 0.2, 0.1], [0.1, 0.0, -0.1]], "e_tot_ha": -722.5857, "homo_energy_ev": -3.913, "charge": -1, "e_above_lowest_kj_mol": 121.8, "homo_lumo_gap_ha": 0.26535}


8.
{"formula": "C3H8NO3", "method": "the ωB97M-V functional and the def2-TZVPD basis", "elements": ["O", "C", "C", "N", "C", "O", "H", "H", "H", "H", "H", "H", "H", "H", "O"], "xyz": [[-0.704979, -0.551341, -2.906925], [-0.663975, -0.328879, -1.637275], [0.546739, 0.340451, -1.002476], [0.742798, 0.232482, 0.453258], [-0.339210, 1.251107, 1.254862], [-0.035569, 2.494257, 0.934650], [-1.452680, -0.681532, -0.983641], [1.443670, 0.071232, -1.577346], [0.292652, 1.448969, -1.241356], [1.659841, 0.720854, 0.657461], [-1.334498, 0.901456, 0.881531], [-0.120911, 0.911275, 2.328334], [0.331414, -1.478025, 0.900436], [-0.645954, -2.762908, 1.084769], [0.280655, -2.569404, 0.853717]], "atomic_forces_ev_per_a": [[-0.2, 1.0, 4.9], [1.8, -1.2, -4.3], [-0.8, 1.8, -0.2], [-0.5, 0.1, 0.3], [2.2, 0.7, -1.0], [-0.6, -0.9, 0.6], [-0.6, 0.0, 0.2], [-0.3, 0.0, 0.1], [0.6, -1.1, 0.3], [-1.5, -0.7, -0.3], [0.2, -0.3, 0.3], [-0.5, 0.2, -0.9], [0.4, -2.4, -0.4], [0.6, 0.1, -0.1], [-0.7, 2.6, 0.4]], "e_tot_ha": -399.5538, "homo_energy_ev": -3.587, "charge": -1, "e_above_lowest_kj_mol": 325.6, "homo_lumo_gap_ha": 0.27620}


9.
{"formula": "C3H8NO3", "method": "the ωB97M-V functional and the def2-TZVPD basis", "elements": ["C", "C", "C", "N", "O", "O", "O", "H", "H", "H", "H", "H", "H", "H", "H"], "xyz": [[-0.636162, -0.579725, 0.399407], [0.829342, -0.217547, 0.253126], [0.939205, 1.269983, -1.543075], [-1.349153, -0.132070, 1.540888], [0.940221, 1.103268, -0.342149], [1.209660, 0.379018, -2.398137], [0.737426, 2.464811, -1.940308], [-0.991089, -0.196506, -0.536931], [-0.701733, -1.681052, 0.194454], [1.369213, -0.314295, 1.186101], [1.222038, -0.851943, -0.487071], [-2.330894, -0.474502, 1.319335], [-0.989009, -0.366207, 2.381612], [1.121664, 0.618151, -3.374459], [0.552826, 3.217797, -1.306447]], "atomic_forces_ev_per_a": [[1.3, -1.5, -0.9], [-0.9, -1.1, 0.7], [0.2, 2.4, -1.8], [-3.4, 1.1, -4.5], [0.1, -0.4, 4.3], [-0.1, -1.2, -2.0], [-0.4, 2.1, -1.4], [-1.3, 0.5, -0.4], [0.3, 0.5, 0.5], [0.4, 0.7, -0.1], [0.8, -1.1, -0.5], [1.6, 0.8, 1.6], [1.0, -1.3, 3.2], [0.1, 0.0, 1.7], [0.3, -1.6, -0.3]], "e_tot_ha": -399.2875, "homo_energy_ev": -13.143, "charge": 1, "e_above_lowest_kj_mol": 167.5, "homo_lumo_gap_ha": 0.35187}


10.
{"formula": "C3H8NO3", "method": "the ωB97M-V functional and the def2-TZVPD basis", "elements": ["C", "C", "C", "N", "O", "O", "O", "H", "H", "H", "H", "H", "H", "H", "H"], "xyz": [[-1.690280, 0.047314, 0.532376], [0.791621, 0.525327, 0.668958], [-0.405678, 0.416893, -0.178095], [-0.325487, 0.851439, -1.382943], [-2.738123, 0.242179, 0.058852], [1.819981, 1.103017, -0.037416], [0.049284, -1.980942, -0.368107], [-1.422580, -0.565662, 1.384963], [1.137610, -0.422537, 1.067210], [0.461585, 1.108758, 1.484570], [0.650590, 1.146575, -1.561172], [0.192489, -2.856794, -0.702560], [-1.039965, 0.935378, -2.149951], [2.328370, 1.475147, 0.614486], [0.190586, -2.026088, 0.568830]], "atomic_forces_ev_per_a": [[8.5, 0.0, 0.8], [0.1, -1.1, 0.3], [-3.2, -0.6, 1.3], [0.3, 1.0, -2.3], [-6.2, 0.7, -2.5], [-1.4, -0.9, -2.4], [-0.2, 0.4, -0.4], [-0.7, -0.2, 0.7], [-0.3, -0.4, 0.1], [0.0, 1.0, 1.2], [-0.7, 0.0, -0.6], [0.1, -0.8, -0.3], [0.9, -0.3, 1.5], [2.6, 1.8, 2.0], [0.2, -0.6, 0.6]], "e_tot_ha": -399.1709, "homo_energy_ev": [-12.543, -15.762], "spin_multiplicity": 3, "charge": 1, "e_above_lowest_kj_mol": 0.0, "homo_lumo_gap_ha": [0.33968, 0.27603]}


11.
{"formula": "C3H8NO3S", "method": "the ωB97M-V functional and the def2-TZVPD basis", "elements": ["O", "C", "O", "C", "C", "S", "N", "H", "H", "H", "H", "H", "H", "H", "H", "O"], "xyz": [[1.706317, 0.300775, 1.772588], [0.965248, -0.245187, 0.945190], [0.570859, -1.432231, 0.906617], [0.464069, 0.668649, -0.259286], [-1.044638, 0.702703, -0.154834], [-1.918615, 1.152844, -1.683220], [1.009353, 2.003222, -0.208219], [0.747606, 0.088471, -1.141851], [-1.409446, -0.274996, 0.136574], [-1.399586, 1.346412, 0.656300], [-1.014493, 2.008483, -2.166006], [2.013092, 1.921600, -0.318985], [0.897997, 2.335055, 0.747433], [-0.691686, -4.148416, 0.702476], [-0.147259, -2.836161, 0.142345], [-0.748818, -3.591225, -0.077121]], "atomic_forces_ev_per_a": [[0.1, 0.1, 0.3], [0.1, 0.3, -0.5], [0.0, -0.3, 0.1], [-0.2, -1.0, 1.3], [-0.5, 0.0, 0.2], [-0.2, -0.1, -0.2], [0.2, 0.4, -0.7], [0.0, 0.5, -0.2], [0.0, -0.4, -0.3], [0.4, 0.3, -0.1], [0.1, 0.2, 0.1], [0.0, 0.1, 0.1], [0.0, -0.2, -0.1], [0.0, 0.0, 0.0], [-0.4, 0.0, 0.0], [0.3, 0.0, 0.0]], "e_tot_ha": -797.8622, "homo_energy_ev": -4.562, "charge": -1, "e_above_lowest_kj_mol": 26.3, "homo_lumo_gap_ha": 0.28829}


12.
{"formula": "C3H8NO4", "method": "the ωB97M-V functional and the def2-TZVPD basis", "elements": ["C", "C", "O", "N", "C", "O", "O", "H", "H", "H", "H", "H", "H", "H", "H", "O"], "xyz": [[-0.246722, -0.900717, -0.893232], [-0.171780, 0.346472, -1.778410], [0.200486, 1.540279, -1.138229], [-1.162147, -0.833769, 0.218958], [-0.810351, -0.430876, 1.553572], [-1.741706, 0.112224, 2.167958], [0.360326, -0.764154, 1.882802], [0.761003, -0.880839, -0.419436], [-0.388059, -1.751507, -1.582429], [0.653374, 0.064118, -2.469779], [-1.093071, 0.489027, -2.362977], [0.523286, 1.348235, -0.249573], [-2.098230, -0.823033, -0.152187], [1.097369, 0.926342, 2.002133], [2.106983, 0.322591, 1.458181], [2.009241, 1.235606, 1.762647]], "atomic_forces_ev_per_a": [[1.2, 1.1, 1.2], [0.6, -0.7, -0.7], [-0.4, 0.2, 0.1], [0.1, -0.7, -1.8], [-1.2, -0.7, -0.9], [0.6, 0.0, 0.5], [-0.2, 0.6, 0.3], [-0.4, -0.8, -0.4], [0.1, -0.1, 0.5], [-0.5, 0.3, -0.3], [0.1, 0.2, 0.2], [0.1, 0.0, 0.1], [-0.4, 0.6, 1.0], [0.1, 1.0, 0.7], [1.2, -0.2, -0.3], [-1.1, -0.7, -0.3]], "e_tot_ha": -474.8917, "homo_energy_ev": -4.619, "charge": -1, "e_above_lowest_kj_mol": 73.7, "homo_lumo_gap_ha": 0.30993}